A structure of composition C24H56N8O12SZn2. Source: the Open Molecules 2025 dataset; level of theory: the ωB97M-V functional and the def2-TZVPD basis.

XYZ file:
```
103
C24H56N8O12SZn2 (the ωB97M-V functional and the def2-TZVPD basis)
Zn 4.2411 -5.3506 -10.9916
Zn 4.8743 -0.2178 -8.9387
S 3.5722 -2.8437 -10.6139
O 4.3423 -3.5314 -11.7076
O 3.1521 -4.0322 -9.7886
O 4.4606 -1.9489 -9.8366
O 2.4639 -2.0859 -11.1506
C 1.3108 -6.3498 -7.4368
C 0.1250 -5.6510 -8.0837
O -1.0283 -5.9403 -7.7765
N 0.4052 -4.6673 -8.9850
C -0.5592 -4.0544 -9.8151
H 1.9351 -5.6101 -6.9320
H 1.8268 -6.9301 -8.2042
H 0.9098 -7.0330 -6.6975
H 1.3959 -4.5376 -9.1670
H -1.2389 -4.7338 -10.3305
H -0.0905 -3.4555 -10.6023
H -1.1661 -3.3180 -9.2763
C 5.2035 -2.5143 -5.8494
C 6.2209 -1.5755 -6.4252
O 5.9411 -0.8725 -7.3827
N 7.4518 -1.6585 -5.9345
C 8.5429 -0.8430 -6.4797
H 4.4055 -1.9324 -5.3791
H 5.6236 -3.1365 -5.0639
H 4.7400 -3.0916 -6.6478
H 7.6806 -2.2968 -5.1961
H 9.4030 -0.7923 -5.8160
H 8.1791 0.1686 -6.6368
H 8.9232 -1.2672 -7.4131
C 8.5770 0.8482 -11.1702
C 7.1818 0.3157 -11.2683
O 6.5396 0.0072 -10.2596
N 6.6686 0.2249 -12.5056
C 5.4343 -0.4379 -12.8151
H 9.2363 -0.0004 -10.9774
H 8.6402 1.4606 -10.2692
H 8.9124 1.4638 -11.9978
H 7.3128 0.4275 -13.2515
H 4.7372 -0.4792 -11.9723
H 5.5339 -1.5185 -12.9949
H 4.8576 0.0177 -13.6167
C 1.4913 -1.9149 -7.4443
C 2.2591 -0.6957 -7.0136
O 3.2631 -0.3534 -7.6344
N 1.7878 -0.0190 -5.9634
C 2.4337 1.1527 -5.3711
H 2.1738 -2.7375 -7.6443
H 0.9776 -1.7193 -8.3873
H 0.7520 -2.2047 -6.6987
H 0.8375 -0.2164 -5.6995
H 3.3642 1.3887 -5.8656
H 2.5143 0.9844 -4.2994
H 1.7673 2.0123 -5.4892
C 6.3969 -6.4359 -7.4421
C 6.4569 -5.6164 -8.6847
O 5.5560 -5.5761 -9.5122
N 7.5703 -4.9036 -8.8927
C 7.7550 -4.0472 -10.0445
H 7.2118 -6.1580 -6.7733
H 6.5554 -7.4924 -7.6872
H 5.4531 -6.4540 -6.9043
H 8.1869 -4.8312 -8.1053
H 8.7641 -3.6459 -9.9902
H 6.9709 -3.2912 -10.1236
H 7.7362 -4.6121 -10.9810
C 2.7960 3.1481 -10.3814
C 2.9389 1.7009 -10.7162
O 3.7307 1.0086 -10.0294
N 2.1149 1.1089 -11.5599
C 1.1718 1.7322 -12.4351
H 2.0501 3.3382 -9.6136
H 2.5484 3.8311 -11.1985
H 3.7852 3.4916 -10.0752
H 2.1931 0.0887 -11.5280
H 1.5020 1.9010 -13.4608
H 0.9124 2.7298 -12.0709
H 0.2236 1.1985 -12.4401
C 1.3460 -4.3600 -13.6236
C 1.9062 -5.6909 -13.2505
O 2.8065 -5.7695 -12.4039
N 1.3311 -6.7585 -13.7779
C 1.6384 -8.1533 -13.4730
H 0.4171 -4.1460 -13.1014
H 1.2408 -4.2435 -14.7056
H 2.0517 -3.5829 -13.3397
H 0.5200 -6.5608 -14.3417
H 2.1998 -8.2068 -12.5467
H 2.1759 -8.6254 -14.2918
H 0.6876 -8.6657 -13.3345
C 7.4983 -7.6292 -12.6250
C 6.5074 -6.5669 -12.9736
O 5.5729 -6.2776 -12.2271
N 6.6662 -5.9376 -14.1387
C 5.9676 -4.6837 -14.4159
H 8.1169 -7.8776 -13.4828
H 6.9345 -8.5172 -12.3256
H 8.1041 -7.3982 -11.7511
H 7.3252 -6.2221 -14.8382
H 6.5572 -3.8652 -13.9913
H 4.9258 -4.6244 -14.1384
H 6.0421 -4.4980 -15.4921
```

Values from the calculation:
2S+1: 1
calculated total energy: -6245.7339 a.u.
charge: +2
frontier orbital gap: 0.3199 Ha
ΔE to the lowest compared entry with this formula, charge and spin: 16.7 kcal/mol



A structure of composition C21H22FeO. Source: the Open Molecules 2025 dataset; level of theory: the ωB97M-V functional and the def2-TZVPD basis.

XYZ file:
```
45
C21H22FeO (the ωB97M-V functional and the def2-TZVPD basis)
C 1.4408 -3.0638 1.4485
C 0.1193 -2.2684 1.5114
C -1.0219 -3.1387 1.4196
C -2.4309 -3.0086 1.5981
C -3.0050 -1.7134 1.5672
C -4.3795 -1.5230 1.6595
C -5.2376 -2.6225 1.8374
C -4.7145 -3.9203 1.9363
C -3.3393 -4.1231 1.8297
O 0.1589 -1.0308 1.7162
H 1.3612 -3.9605 0.8276
H 2.2472 -2.4231 1.0762
H 1.7081 -3.4016 2.4556
H -0.7083 -4.1939 1.4648
H -2.2702 -0.9030 1.4668
H -4.7762 -0.5099 1.5808
H -6.3146 -2.4750 1.8950
H -5.3926 -4.7719 2.0820
H -2.9353 -5.1351 1.9264
C -0.7274 1.7209 1.3006
C 0.0101 0.8109 0.4087
C 1.2896 1.2339 -0.0595
C 2.1626 0.4472 -0.9404
C 3.4707 1.0889 -1.0086
C 3.3832 2.3725 -0.2967
C 2.0129 2.5084 0.1984
Fe 2.0450 2.2246 -1.7170
C 2.1281 3.9810 -2.7148
C 0.7707 3.4906 -2.5371
C 0.7030 2.1630 -3.1351
C 2.0130 1.8512 -3.6616
C 2.8855 2.9672 -3.4045
H -1.6088 2.1473 0.8107
H -1.0074 1.3433 2.2934
H -0.0458 2.5661 1.4260
H -0.5034 0.0253 -0.1440
H 1.8820 -0.5158 -1.3709
H 4.3647 0.6714 -1.4723
H 4.1917 3.0757 -0.1343
H 1.6562 3.3985 0.7089
H 2.4850 4.9754 -2.4774
H -0.0602 4.0437 -2.1223
H -0.1913 1.5536 -3.2365
H 2.2755 0.9673 -4.2458
H 3.9050 3.0745 -3.7670
```

Values from the calculation:
2S+1: 5
calculated total energy: -2152.0382 a.u.
expectation value of S²: 6.122
charge: -2
frontier orbital gap (spin up / spin down): 0.0882 / 0.1579 Ha



The molecule C5H8N2O2. Source: the Open Molecules 2025 dataset; level of theory: the ωB97M-V functional and the def2-TZVPD basis.

XYZ file:
```
17
C5H8N2O2 (the ωB97M-V functional and the def2-TZVPD basis)
H -1.0924 -2.2159 0.7772
N -0.3467 -1.8065 0.1495
C -0.3738 -0.5497 0.1279
C -1.1882 0.4724 0.9658
C -2.4757 0.3608 1.0581
C -0.3637 1.3910 1.8824
N 0.5494 0.0962 -0.7610
O 0.5759 1.4718 -0.7018
C 1.7157 -0.4429 -1.3525
O 1.9363 -1.5882 -1.5470
H -3.0500 1.1371 1.5868
H -3.0783 -0.5814 0.7410
H 0.5955 0.9632 2.0367
H -0.3775 2.3335 1.2861
H -0.7255 1.5361 2.8309
H 0.1414 1.8406 -1.4637
H 2.1851 0.5007 -1.6157
```

Values from the calculation:
2S+1: 1
calculated total energy: -455.1904 a.u.
charge: 0
SMILES: [H]/N=C(\C(=C)C)N(O)C=O
frontier orbital gap: 0.3646 Ha
ΔE to the lowest compared entry with this formula, charge and spin: 105.5 kcal/mol



A structure of composition C35H49AsN3O6S2Si2W. Source: the Open Molecules 2025 dataset; level of theory: the ωB97M-V functional and the def2-TZVPD basis.

XYZ file:
```
99
C35H49AsN3O6S2Si2W (the ωB97M-V functional and the def2-TZVPD basis)
W -0.5070 -0.0894 -0.0064
C -0.4019 0.8258 -3.7616
Si -0.7272 1.5650 -2.0591
C 0.2014 3.2189 -2.0814
C -2.5264 2.1535 -2.1771
C -0.6115 1.5401 1.1563
C -2.0270 1.9202 1.1267
C -2.6850 3.0913 1.5174
C -4.0677 3.1347 1.4185
C -4.7720 2.0502 0.9131
C -4.0443 0.9444 0.4906
N -2.7345 0.8979 0.6185
Si 0.6097 2.6446 2.0265
C 1.0278 4.2337 1.1130
C 2.2240 1.8266 2.4869
C -0.1516 3.2332 3.6796
H -0.7003 1.5671 -4.5116
H -0.9880 -0.0795 -3.9201
H 0.6448 0.5682 -3.9147
H 0.0050 3.6887 -3.0511
H 1.2809 3.1429 -1.9630
H -0.1810 3.8874 -1.3085
H -2.6014 2.7643 -3.0842
H -2.8436 2.7760 -1.3372
H -3.2106 1.3105 -2.2763
H -2.1298 3.9438 1.8846
H -4.5996 4.0274 1.7273
H -5.8495 2.0671 0.8267
H -4.5111 0.0752 0.0384
H 1.5884 4.0496 0.1983
H 1.6397 4.8584 1.7716
H 0.1335 4.8021 0.8470
H 2.8391 2.5597 3.0193
H 2.7874 1.4702 1.6268
H 2.0681 0.9743 3.1486
H -0.1648 4.3256 3.7262
H 0.4478 2.8815 4.5243
H -1.1811 2.9028 3.8258
O -4.0559 -1.2240 -2.8883
As -2.7618 -2.0950 -2.0128
O -3.5569 -3.1642 -1.0757
O -1.9742 -0.7740 -1.3213
C -1.8230 -2.7906 -3.5637
C -2.5759 -3.0241 -4.7087
C -1.9824 -3.5817 -5.8336
C -0.6343 -3.9051 -5.8216
C 0.1248 -3.6701 -4.6842
C -0.4709 -3.1163 -3.5639
S 0.4979 -2.7622 -2.1136
O 0.6964 -1.3135 -2.1839
O 1.7038 -3.5506 -2.2045
O -0.4171 -3.1183 -1.0266
H -4.8697 -1.5817 -2.5118
H -3.6237 -2.7590 -4.7195
H -2.5780 -3.7620 -6.7201
H -0.1721 -4.3424 -6.6982
H 1.1770 -3.9186 -4.6402
C 1.3605 -3.6093 1.5674
C 2.1843 -2.5384 2.2776
C 1.3546 -1.6805 3.2320
C 3.0222 -1.7370 1.2946
C 4.3777 -2.0483 1.2781
C 5.2688 -1.4444 0.4113
C 4.7909 -0.4899 -0.4625
C 3.4488 -0.1322 -0.4920
C 3.0340 0.9390 -1.4772
C 3.7512 2.2596 -1.1812
C 3.2982 0.5024 -2.9190
C 2.5365 -0.7645 0.3853
N 1.1866 -0.4095 0.3425
H 0.8699 -4.2545 2.3023
H 2.0015 -4.2248 0.9338
H 0.5959 -3.1851 0.9267
H 2.9123 -3.0681 2.9009
H 0.7440 -0.9679 2.6831
H 2.0035 -1.1241 3.9134
H 0.6926 -2.3126 3.8308
H 4.7358 -2.8029 1.9697
H 6.3166 -1.7183 0.4167
H 5.4738 -0.0053 -1.1506
H 1.9618 1.0815 -1.3647
H 4.8337 2.1447 -1.2819
H 3.5487 2.6132 -0.1693
H 3.4380 3.0356 -1.8834
H 4.3691 0.3770 -3.1025
H 2.9268 1.2597 -3.6144
H 2.7923 -0.4398 -3.1278
S -1.7540 -1.9794 1.4426
C -1.9881 -1.4424 3.0116
N -1.5431 -0.2445 3.4680
C -1.6664 0.1799 4.7472
C -2.2981 -0.5811 5.6751
C -2.8217 -1.8291 5.2563
C -2.6752 -2.2468 3.9714
H -1.0502 0.3364 2.7673
H -1.2287 1.1432 4.9622
H -2.3906 -0.2354 6.6931
H -3.3398 -2.4594 5.9683
H -3.0591 -3.1971 3.6295
```

Values from the calculation:
2S+1: 1
calculated total energy: -5657.2320 a.u.
charge: -1
frontier orbital gap: 0.2580 Ha
ΔE to the lowest compared entry with this formula, charge and spin: 20.5 kcal/mol